Record 1
A 6-piece molecular cluster, C12H26F8N6O18S8 overall, computed with the ωB97M-V functional and the def2-TZVPD basis.

Results
Energy relative to the best compared isomer or geometry (same formula, charge and spin) = 148.7 kcal/mol
E_HOMO = -0.2113 Ha
E_LUMO = -0.1526 Ha
E_tot = -167069.38742 eV
Total charge = -2
Molar mass = 950.88 g mol⁻¹

```
78
C12H26F8N6O18S8 | the OMol25 dataset | the ωB97M-V functional and the def2-TZVPD basis
C -3.2388 -0.3953 0.9503
C -3.0124 1.0448 0.8427
O -1.8878 1.5330 0.6671
N -4.2392 1.8658 1.0540
H -4.9440 1.6876 0.3529
H -4.6752 1.6719 1.9441
C -3.8135 3.3879 1.1835
H -2.4448 -0.9730 0.4770
H -4.2113 -0.7694 0.6303
H -3.0151 -0.8058 1.9350
H -3.4491 3.6507 0.1904
H -3.0711 3.5755 1.9593
H -4.7453 3.9029 1.4172
C 4.4500 -2.8330 -1.1655
C 4.4870 -1.5390 -2.0121
C 4.7476 -0.3730 -1.0005
C 6.1813 -0.3562 -0.5466
C 7.1152 -0.3304 -1.7989
C 7.0594 -1.5708 -2.7431
N 5.5887 -1.7980 -3.0668
O 5.2934 -2.7781 -3.9931
C 7.7465 -2.9585 -2.1720
C 7.9486 -1.0858 -3.9258
C 3.2391 -1.2107 -2.7059
H 5.3828 -3.3772 -1.0182
H 3.9181 -3.6018 -1.7259
H 4.0891 -2.7460 -0.1406
H 4.0587 -0.3788 -0.1558
H 4.5409 0.5688 -1.5087
H 6.4941 -1.1857 0.0877
H 6.3798 0.5682 -0.0043
H 8.1295 -0.0354 -1.5302
H 6.6196 0.4824 -2.3298
H 8.8343 -2.8896 -2.1572
H 7.4457 -3.8934 -2.6447
H 7.5148 -3.0140 -1.1083
H 8.9549 -1.0078 -3.5144
H 7.6972 -0.0479 -4.1443
H 7.7669 -1.6592 -4.8349
H 2.2980 -0.9919 -2.2014
H 2.8636 -2.0986 -3.2146
H 3.2692 -0.3729 -3.4026
N -0.6478 -7.9484 -3.7885
S -1.4690 -8.1904 -2.2401
O -2.3847 -9.3157 -2.1467
O -1.6438 -7.0944 -1.2881
F -0.3427 -9.0449 -1.4504
S -1.6482 -6.9642 -4.2445
O -1.7312 -5.6305 -3.6960
O -2.9682 -7.5077 -4.5843
F -0.9780 -6.7385 -5.6860
N -6.2926 1.4522 5.2881
S -6.0076 2.1877 6.7796
O -5.3599 1.4433 7.8358
O -6.9744 3.1507 7.3661
F -4.7765 3.1501 6.3489
S -6.6501 0.0609 5.7713
O -7.8099 -0.0090 6.6221
O -5.4246 -0.6549 6.0078
F -7.2151 -0.4446 4.3274
N 3.3228 6.4332 5.3019
S 3.0352 6.6344 3.5824
O 3.5859 7.7426 2.8202
O 1.8047 5.9511 3.0870
F 4.0995 5.5529 3.1572
S 3.0025 7.8389 5.6373
O 1.6936 8.3188 5.3808
O 4.0212 8.8301 5.5032
F 3.0053 7.6700 7.1779
N -8.0976 1.9312 -1.8653
S -8.8710 0.6839 -2.6518
O -8.4624 0.4542 -4.0046
O -10.1809 0.2385 -2.2063
F -7.9735 -0.5174 -1.9635
S -9.1412 2.8967 -2.3520
O -10.4645 2.8779 -1.8100
O -8.9285 3.6775 -3.5558
F -8.4926 4.0214 -1.3862
```

Just the Mulliken charges please, in e? Sure, here they are:
1 C -1.09
2 C 0.70
3 O -0.46
4 N -0.17
5 H 0.35
6 H 0.35
7 C -0.83
8 H 0.36
9 H 0.36
10 H 0.32
11 H 0.36
12 H 0.38
13 H 0.37
14 C -1.45
15 C 1.44
16 C -1.21
17 C -0.74
18 C -1.26
19 C 1.21
20 N 0.66
21 O -0.24
22 C -1.37
23 C -1.54
24 C -1.81
25 H 0.32
26 H 0.43
27 H 0.37
28 H 0.50
29 H 0.41
30 H 0.31
31 H 0.46
32 H 0.47
33 H 0.40
34 H 0.37
35 H 0.36
36 H 0.38
37 H 0.43
38 H 0.42
39 H 0.39
40 H 0.41
41 H 0.45
42 H 0.44
43 N -0.26
44 S 1.08
45 O -0.56
46 O -0.54
47 F -0.30
48 S 1.06
49 O -0.57
50 O -0.60
51 F -0.30
52 N -0.28
53 S 1.05
54 O -0.54
55 O -0.61
56 F -0.29
57 S 1.11
58 O -0.58
59 O -0.57
60 F -0.29
61 N -0.29
62 S 1.06
63 O -0.53
64 O -0.58
65 F -0.27
66 S 1.10
67 O -0.59
68 O -0.61
69 F -0.29
70 N -0.06
71 S 1.06
72 O -0.56
73 O -0.53
74 F -0.34
75 S 0.97
76 O -0.54
77 O -0.61
78 F -0.37

Record 2
C12H26FO11PS2 as an isolated structure, computed with the ωB97M-V functional and the def2-TZVPD basis.

Results
E_HOMO = -0.3898 Ha
E_LUMO = 0.0038 Ha
E_tot = -69064.06378 eV
Total charge = 0
Molar mass = 460.43 g mol⁻¹

```
53
C12H26FO11PS2 | the OMol25 dataset | the ωB97M-V functional and the def2-TZVPD basis
O 0.0720 -1.5597 -0.6680
S 0.7924 -1.2439 -1.9381
O 1.8444 -2.2623 -2.1776
O -0.2673 -1.3386 -3.2179
C 1.5731 0.4150 -1.8133
C 1.1957 1.1936 -0.4914
C -0.0418 2.1704 -0.6960
C -1.2551 1.3455 -1.2221
C -2.6117 2.1872 -1.3569
C -3.6538 2.0924 -0.2049
C -4.2974 0.6704 0.0071
C -4.1938 -0.3040 -1.1976
F -5.1122 -0.0178 -2.2160
C -3.2332 2.3202 -2.8355
O -3.1492 3.6234 -3.4375
S -1.8867 4.3414 -2.5906
O -2.0219 5.8076 -2.5829
O -0.6993 3.9618 -3.3896
O -2.0964 3.5741 -1.1510
H -1.1616 -1.2909 -2.8454
H 2.6718 0.2380 -1.8771
H 1.2819 1.0117 -2.7073
H 2.0709 1.8601 -0.2923
H 1.0572 0.5174 0.3756
H 0.3241 2.9372 -1.4192
H -0.2489 2.6444 0.2879
H -1.4704 0.5625 -0.4488
H -1.0861 0.8400 -2.1970
H -4.4274 2.8805 -0.3091
H -3.0963 2.3347 0.7367
H -5.3909 0.8395 0.1782
H -3.9357 0.1780 0.9403
H -3.1788 -0.4154 -1.6331
H -4.4809 -1.3172 -0.8219
H -2.8344 1.4505 -3.3958
H -4.3262 2.2491 -2.6157
C 1.6257 -3.2682 3.5663
O 2.3142 -2.0617 3.2460
P 3.8592 -2.1302 2.8279
O 4.4497 -0.8195 2.5117
O 3.8979 -3.2004 1.6503
C 3.1846 -2.8750 0.4541
O 4.5513 -2.9246 4.0249
C 4.9430 -2.1610 5.1657
H 0.6776 -3.2774 3.0285
H 2.1947 -4.1563 3.2883
H 1.4280 -3.2923 4.6389
H 2.9382 -1.8135 0.4057
H 2.2646 -3.4592 0.4210
H 3.7989 -3.1343 -0.4054
H 4.8562 -2.7933 6.0483
H 4.3097 -1.2821 5.2991
H 5.9809 -1.8477 5.0529
```

Just the Mulliken charges please, in e? Sure, here they are:
1 O -0.60
2 S 1.17
3 O -0.65
4 O -0.52
5 C -0.86
6 C -0.78
7 C -0.75
8 C -0.46
9 C 0.88
10 C -1.14
11 C -0.63
12 C 0.20
13 F -0.32
14 C -0.19
15 O -0.38
16 S 1.12
17 O -0.61
18 O -0.58
19 O -0.52
20 H 0.36
21 H 0.45
22 H 0.51
23 H 0.42
24 H 0.39
25 H 0.27
26 H 0.37
27 H 0.40
28 H 0.17
29 H 0.43
30 H 0.27
31 H 0.37
32 H 0.41
33 H -0.23
34 H 0.36
35 H 0.29
36 H 0.37
37 C -0.73
38 O -0.25
39 P 1.07
40 O -0.69
41 O -0.36
42 C -0.57
43 O -0.32
44 C -0.67
45 H 0.25
46 H 0.37
47 H 0.26
48 H 0.16
49 H 0.30
50 H 0.34
51 H 0.26
52 H 0.33
53 H 0.26

Record 3
C12H26IN4O6Zn as an isolated structure, computed with the ωB97M-V functional and the def2-TZVPD basis.

Results
Energy relative to the best compared isomer or geometry (same formula, charge and spin) = 2.7 kcal/mol
E_HOMO = -0.3743 Ha
E_LUMO = -0.0750 Ha
E_tot = -87629.91465 eV
Total charge = +1
Molar mass = 514.66 g mol⁻¹

```
50
C12H26IN4O6Zn | the OMol25 dataset | the ωB97M-V functional and the def2-TZVPD basis
Zn -0.2114 -0.2181 -0.8138
I -2.3867 -0.7830 -2.2978
O 1.6314 0.1098 0.2570
C 2.1022 0.3204 1.3723
N 2.3409 1.5849 1.7909
C 2.3851 -0.8443 2.2900
H 2.9759 1.7432 2.5560
H 2.3293 2.2334 1.0169
H 1.8846 -1.7135 1.8625
H 2.0510 -0.7132 3.3145
H 3.4368 -1.1214 2.1779
O -0.7485 1.7179 -0.2787
C -1.3522 2.6567 0.2439
N -2.5156 3.0717 -0.2699
C -0.7266 3.4874 1.3234
H -2.7609 2.6339 -1.1477
H -3.1307 3.6353 0.2881
H -0.0372 2.9332 1.9662
H -1.4447 3.9076 2.0321
H -0.0653 4.2925 0.9974
O 0.7778 0.6526 -2.4467
C 1.3868 1.0331 -3.4287
N 2.3981 1.9277 -3.3464
C 0.9878 0.6410 -4.8205
H 2.6638 2.2293 -2.4253
H 2.9621 2.1238 -4.1516
H 1.5878 1.0368 -5.6341
H -0.0969 0.6673 -4.9474
H 1.0785 -0.4490 -4.9578
O 0.7601 -1.9868 -1.3244
C 0.8631 -2.9512 -2.0883
N 0.2911 -2.9222 -3.2989
C 1.6605 -4.1494 -1.6915
H -0.3801 -2.1998 -3.5242
H 0.6512 -3.4979 -4.0397
H 1.0068 -4.9856 -1.4465
H 2.4041 -3.9461 -0.9355
H 2.1092 -4.4458 -2.6502
O -1.0017 -0.8826 1.0213
C -1.5827 -0.7284 2.0695
O -0.9483 -0.2360 3.1304
C -1.8136 -0.1759 4.2818
C -3.2040 -0.6015 3.7962
C -3.0093 -1.1209 2.3492
H -1.8116 0.8289 4.7004
H -1.3942 -0.8302 5.0472
H -3.8650 0.2601 3.8373
H -3.6217 -1.4419 4.3462
H -3.6083 -0.5791 1.6226
H -3.0089 -2.2046 2.2740
```

Just the Mulliken charges please, in e? Sure, here they are:
1 Zn 1.35
2 I -0.56
3 O -0.44
4 C 0.60
5 N -0.35
6 C -1.13
7 H 0.22
8 H 0.26
9 H 0.23
10 H 0.37
11 H 0.40
12 O -0.48
13 C 0.66
14 N -0.35
15 C -1.13
16 H 0.25
17 H 0.21
18 H 0.21
19 H 0.40
20 H 0.32
21 O -0.44
22 C 0.60
23 N -0.41
24 C -0.99
25 H 0.21
26 H 0.20
27 H 0.39
28 H 0.26
29 H 0.22
30 O -0.32
31 C 0.76
32 N -0.24
33 C -1.30
34 H -0.01
35 H 0.21
36 H 0.32
37 H 0.29
38 H 0.40
39 O -0.50
40 C 0.26
41 O -0.31
42 C -0.52
43 C -0.50
44 C -0.39
45 H 0.30
46 H 0.28
47 H 0.30
48 H 0.29
49 H 0.25
50 H 0.32

Record 4
C12H26N2O14Y as an isolated structure, computed with the ωB97M-V functional and the def2-TZVPD basis.

Results
E_HOMO (spin up / spin down) = -0.3021 / -0.3020 Ha
E_LUMO (spin up / spin down) = -0.0061 / -0.1450 Ha
E_tot = -45555.80159 eV
Total charge = 0
Molar mass = 511.25 g mol⁻¹
Multiplicity = 2

```
55
C12H26N2O14Y | the OMol25 dataset | the ωB97M-V functional and the def2-TZVPD basis
Y -1.1111 -0.4724 0.6347
O -2.5778 2.4686 3.4031
C -3.1588 1.7275 2.4411
O -4.3913 1.9891 2.3455
O -2.6262 1.0179 1.5979
H -3.4943 2.7237 3.5320
O 0.5426 3.1360 -1.4230
C 0.4906 2.5529 -0.2109
O 0.7640 3.2776 0.7890
O 0.1431 1.3689 -0.0913
H 1.0829 3.9264 -1.3515
O -2.7740 -3.7321 2.7300
C -2.3070 -2.8263 1.8885
O -2.9671 -1.8932 1.3045
O -1.1694 -2.8175 1.4390
H -3.7270 -3.6217 2.6949
O 1.1192 0.0917 4.6526
C 0.7315 0.6566 3.5792
O -0.1722 0.0175 2.9292
O 1.1251 1.7833 3.2117
H 0.5726 -0.6766 4.4720
C 3.3649 -1.4012 1.5624
C 2.4227 -0.6304 0.6300
C 2.9314 -0.5358 -0.8563
O 4.2467 0.0796 -0.9519
C 4.3210 1.5429 -0.9338
N 1.2318 -1.4331 0.6847
H 3.3525 -2.4880 1.6444
H 3.3096 -0.9861 2.5687
H 4.4055 -1.4467 1.2410
H 2.2745 0.3882 0.9884
H 2.2519 0.0206 -1.5019
H 2.8923 -1.5440 -1.2686
H 4.9998 1.9152 -1.7011
H 4.7403 1.6495 0.0666
H 3.3601 2.0569 -0.9566
H 1.2872 -1.7678 1.6360
H 1.4553 -2.2753 0.1739
C -0.7045 -1.4948 -4.0377
C -0.9854 -0.7775 -2.6915
C -2.3533 0.0368 -2.5692
O -2.1905 0.7796 -1.4011
C -3.0693 1.9148 -1.5099
N -0.7614 -1.6209 -1.5318
H 0.1893 -1.0684 -4.4931
H -1.4785 -1.2508 -4.7654
H -0.5309 -2.5649 -3.9247
H -0.2047 -0.0181 -2.7357
H -3.1734 -0.6616 -2.4026
H -2.4567 0.6862 -3.4385
H -2.5701 2.6989 -2.0791
H -3.3258 2.4123 -0.5747
H -3.9732 1.6316 -2.0492
H 0.0501 -2.1470 -1.8231
H -1.4045 -2.3988 -1.5670
```

Just the Mulliken charges please, in e? Sure, here they are:
1 Y 1.49
2 O -0.47
3 C 0.60
4 O -0.82
5 O -0.62
6 H 0.31
7 O -0.50
8 C 0.05
9 O -0.61
10 O 0.63
11 H 0.34
12 O -0.45
13 C 0.85
14 O -0.74
15 O -0.61
16 H 0.35
17 O -0.47
18 C 0.75
19 O -0.70
20 O -0.33
21 H 0.37
22 C -1.62
23 C 0.67
24 C -0.74
25 O -0.47
26 C -0.50
27 N 0.00
28 H 0.40
29 H 0.36
30 H 0.41
31 H -0.28
32 H 0.25
33 H 0.42
34 H 0.27
35 H 0.28
36 H 0.12
37 H 0.30
38 H 0.34
39 C -1.39
40 C 0.85
41 C -1.15
42 O 0.15
43 C -1.03
44 N -0.32
45 H 0.36
46 H 0.38
47 H 0.33
48 H -0.18
49 H 0.35
50 H 0.54
51 H 0.32
52 H 0.26
53 H 0.34
54 H 0.28
55 H 0.27

Record 5
A 2-piece molecular cluster, C12H26N2O15P2 overall, computed with the ωB97M-V functional and the def2-TZVPD basis.

Results
Energy relative to the best compared isomer or geometry (same formula, charge and spin) = 26.9 kcal/mol
E_HOMO = -0.3535 Ha
E_LUMO = 0.0061 Ha
E_tot = -65141.82442 eV
Total charge = 0
Molar mass = 500.29 g mol⁻¹
SMILES string = O=P(O)(O)OC[C@H]1O[C@@](CO)(OP(=O)(O)O)[C@@H](O)[C@@H]1O.CNC(=O)[C@H](CO)NC(C)=O

```
57
C12H26N2O15P2 | the OMol25 dataset | the ωB97M-V functional and the def2-TZVPD basis
O 5.1410 0.6050 -6.3502
P 5.3936 0.0407 -5.0145
O 6.6236 0.8479 -4.4785
O 5.7715 -1.4846 -5.0939
O 4.1536 0.1417 -3.9850
C 3.2052 1.1677 -4.3159
C 2.0613 1.1848 -3.2936
O 1.2521 0.0134 -3.4201
C 0.6330 -0.2978 -2.1659
C -0.8950 -0.1258 -2.3995
O -1.2904 1.2469 -2.5790
O 1.0640 -1.6524 -1.9851
P 0.3452 -2.5251 -0.8378
O 1.2526 -3.5636 -0.3412
O -0.1558 -1.6285 0.3647
O -0.8613 -3.2878 -1.4699
C 1.2554 0.6981 -1.1328
O 1.6342 0.1865 0.1659
C 2.5164 1.1586 -1.8389
O 2.9622 2.4284 -1.3357
H 7.1326 0.8802 -5.2994
H 5.6725 -1.7509 -4.1733
H 2.7787 0.9976 -5.3118
H 3.6953 2.1475 -4.3248
H 1.4391 2.0687 -3.4721
H -1.4623 -0.5380 -1.5696
H -1.1708 -0.6988 -3.2912
H -2.2583 1.3126 -2.6689
H 0.6780 -1.1316 0.5208
H -0.3489 -4.0004 -1.8726
H 0.5832 1.5530 -1.0012
H 2.1559 0.8727 0.6325
H 3.2972 0.4015 -1.7027
H 3.8121 2.6825 -1.7402
C -4.8493 0.7468 6.2536
N -3.9650 0.8328 5.0928
C -4.2537 0.3314 3.8842
O -5.3009 -0.2673 3.6582
C -3.2251 0.5438 2.7622
C -3.3059 -0.5278 1.6682
O -2.4172 -0.1913 0.6259
N -1.8337 0.8041 3.1901
C -0.9892 0.0307 3.8741
C -1.3751 -1.3688 4.3154
O 0.1224 0.4571 4.1406
H -5.8172 1.1921 6.0136
H -4.4126 1.2755 7.1020
H -5.0064 -0.2995 6.5223
H -3.0840 1.3128 5.2009
H -3.5532 1.4628 2.2775
H -4.3208 -0.5583 1.2688
H -3.0604 -1.5103 2.0693
H -1.6302 -0.7636 0.6954
H -1.4324 1.6781 2.8889
H -2.3407 -1.3714 4.8127
H -0.6216 -1.7314 5.0133
H -1.3945 -2.0293 3.4514
```

Just the Mulliken charges please, in e? Sure, here they are:
1 O -0.67
2 P 0.58
3 O -0.46
4 O -0.47
5 O 0.07
6 C -1.07
7 C 0.19
8 O -0.50
9 C 1.01
10 C -0.55
11 O -0.59
12 O -0.25
13 P 0.82
14 O -0.80
15 O -0.50
16 O -0.51
17 C 0.02
18 O -0.65
19 C -0.26
20 O -0.59
21 H 0.35
22 H 0.33
23 H 0.43
24 H 0.49
25 H 0.34
26 H 0.09
27 H 0.38
28 H 0.38
29 H 0.34
30 H 0.35
31 H 0.44
32 H 0.41
33 H 0.38
34 H 0.39
35 C -0.92
36 N -0.11
37 C 0.20
38 O -0.67
39 C 0.27
40 C -0.85
41 O -0.42
42 N -0.09
43 C 0.64
44 C -0.94
45 O -0.68
46 H 0.29
47 H 0.36
48 H 0.29
49 H 0.30
50 H 0.34
51 H 0.40
52 H 0.30
53 H 0.34
54 H 0.20
55 H 0.30
56 H 0.36
57 H 0.18

Record 6
The molecule C12H26N4O3, computed with the ωB97M-V functional and the def2-TZVPD basis.

Results
Energy relative to the best compared isomer or geometry (same formula, charge and spin) = 19.1 kcal/mol
E_HOMO = -0.3307 Ha
E_LUMO = 0.0163 Ha
E_tot = -24968.76617 eV
Total charge = 0
Molar mass = 274.37 g mol⁻¹
SMILES string = NCCCC[C@H](NC(=O)[C@@H](N)CCCCN)C(=O)O

```
45
C12H26N4O3 | the OMol25 dataset | the ωB97M-V functional and the def2-TZVPD basis
N -5.9938 -1.0333 0.6142
C -6.0809 -0.1208 -0.5368
C -4.6855 0.3149 -0.8931
C -3.6879 -0.7031 -1.1436
C -2.3226 0.0047 -1.2180
C -1.9850 0.7537 0.1610
N -0.5633 1.1767 0.2367
C 0.5415 0.3525 0.1843
O 0.5092 -0.8520 0.1619
C 1.8259 1.0684 0.0060
N 1.7189 2.4741 0.3525
C 2.9831 0.3179 0.6639
C 3.5858 -0.8425 -0.1665
C 4.7902 -1.5295 0.3843
C 6.0358 -1.0691 -0.3173
N 6.5080 0.3048 -0.0839
C -2.3802 -0.0885 1.4344
O -3.2138 0.2819 2.2303
O -1.6472 -1.2293 1.5371
H -6.8966 -1.2906 1.0047
H -5.4694 -0.5406 1.3502
H -6.7660 0.7698 -0.4173
H -6.6546 -0.6911 -1.3585
H -4.4817 0.8785 0.0594
H -4.7009 1.1141 -1.6635
H -3.9196 -1.2614 -2.0442
H -3.7563 -1.5092 -0.3743
H -1.5262 -0.7431 -1.3342
H -2.2153 0.7691 -2.0259
H -2.5651 1.7061 0.2611
H -0.2667 2.1899 0.2121
H 1.9395 1.0254 -1.0883
H 2.4303 3.0961 -0.0433
H 1.8226 2.5171 1.3330
H 3.8095 1.0359 0.9570
H 2.5813 0.0378 1.6818
H 3.9129 -0.5284 -1.1408
H 2.8022 -1.5439 -0.4477
H 4.9622 -1.3958 1.5042
H 4.7820 -2.6059 0.2389
H 5.9094 -1.1224 -1.4592
H 6.9138 -1.7063 -0.0493
H 5.8993 1.0414 -0.4340
H 6.5184 0.4686 0.9307
H -1.0034 -1.2927 0.7400
```

Just the Mulliken charges please, in e? Sure, here they are:
1 N -0.50
2 C -0.84
3 C -0.28
4 C -0.50
5 C -0.54
6 C -0.69
7 N -0.01
8 C -0.07
9 O -0.75
10 C 0.82
11 N -0.77
12 C -0.74
13 C -0.73
14 C -0.44
15 C -0.86
16 N -0.60
17 C 0.57
18 O -0.61
19 O -0.52
20 H 0.27
21 H 0.13
22 H 0.30
23 H 0.34
24 H 0.10
25 H 0.28
26 H 0.44
27 H 0.32
28 H 0.26
29 H 0.38
30 H 0.46
31 H 0.39
32 H 0.25
33 H 0.27
34 H 0.21
35 H 0.23
36 H 0.34
37 H 0.43
38 H 0.44
39 H 0.27
40 H 0.30
41 H 0.36
42 H 0.35
43 H 0.26
44 H 0.26
45 H 0.43

Question: What is the formula in the fourth record?
Answer: C12H26N2O14Y

Question: Which of these has the lowest molar mass?
Answer: C12H26N4O3